No. 1
Computed, not measured: the molecule C5H7F3N2 at a distorted geometry, with wB97M-V/def2-TZVPD.

The geometry in XYZ format:
```
17
Properties=species:S:1:pos:R:3:nbo_charge:R:1
N 0.79605 0.32818 0.12367 -0.42
H 1.29553 -1.49624 -0.72172 0.20
H 0.04626 0.54104 -1.98493 0.20
C -0.36099 0.28049 0.85849 -0.13
F -1.63107 -1.93664 0.95189 -0.31
H -0.28521 -0.00892 1.87441 0.25
N -1.55536 2.58302 1.12349 -0.28
H 2.72543 -0.65250 0.07395 0.20
F -2.97921 -0.52635 0.02354 -0.32
C -0.94458 1.60983 0.96561 0.24
C 1.57475 -0.87843 0.15841 -0.43
H 1.65138 -1.52994 0.98500 0.23
F -1.26488 -1.40418 -1.00647 -0.36
H 0.20491 1.89185 -0.96316 0.22
H 1.72486 1.12890 -1.51949 0.22
C 0.68656 0.97000 -1.14896 -0.42
C -1.68442 -0.90012 0.20629 0.94
```

Results
* SMILES: CN(C)[C@@H](C#N)C(F)(F)F
* HOMO energy: -9.54 eV
* molecular weight: 152.12 g/mol
* total charge: 0
* lowest unoccupied orbital energy: 0.7 eV

=====

No. 2
Computed, not measured: a 2-piece molecular cluster, C5H7F3O overall at a distorted geometry, with wB97M-V/def2-TZVPD.

The geometry in XYZ format:
```
16
Properties=species:S:1:pos:R:3:nbo_charge:R:1
F -1.04656 1.13493 0.94605 -0.30
C 1.77888 0.90105 -0.11274 -0.72
C 0.91201 -1.48016 0.66154 -0.72
C -1.66540 1.04439 -0.18248 0.68
H -3.28253 -0.07271 -1.16745 0.18
O 0.12860 -0.52417 -1.18320 -0.57
H 0.53181 -2.30509 0.04249 0.25
F -2.64218 -0.85321 0.56813 -0.31
H 2.78632 0.56706 -0.40669 0.24
H 1.51090 1.76017 -0.84865 0.25
H 1.83064 1.16180 0.88352 0.24
H 0.34494 -1.10298 1.53020 0.24
F -1.41813 1.98421 -1.06179 -0.29
C -2.61905 0.08565 -0.32716 0.06
H 1.85334 -1.98487 0.98598 0.21
C 0.99639 -0.31606 -0.32775 0.58
```

Results
* SMILES: FC=C(F)F.CC(C)=O
* HOMO energy: -8.93 eV
* molecular weight: 140.10 g/mol
* total charge: 0
* lowest unoccupied orbital energy: 0.9 eV

=====

No. 3
Computed, not measured: a 2-piece molecular cluster, C5H7F6PS2 overall at a distorted geometry, with wB97M-V/def2-TZVPD.

The geometry in XYZ format:
```
21
Properties=species:S:1:pos:R:3:nbo_charge:R:1
F -1.23510 4.40226 -1.04234 -0.32
H 1.66834 -4.16173 0.59301 0.22
P -0.44295 2.24961 0.40193 0.77
H 0.12701 -2.76615 2.29029 0.24
S -1.29046 -2.88957 -0.99193 0.00
H 1.72183 -2.89804 -0.63243 0.25
H -1.14604 -1.84926 1.54778 0.24
S -0.11738 2.74888 2.23975 -0.43
F -2.13937 2.62367 -1.77944 -0.30
C -0.17229 -2.30961 1.37126 -0.70
F 1.83749 1.44190 -0.65639 -0.31
H -0.71903 0.89399 0.07188 0.01
H 0.68266 -1.56152 1.44515 0.24
F 0.84038 2.72542 -2.01620 -0.31
C 1.13931 -3.71051 -0.29694 -0.69
C -1.75143 3.21185 -0.69504 0.77
F 1.73881 3.57623 -0.22324 -0.31
C 1.09213 2.51797 -0.72472 0.75
C -0.10864 -3.11810 0.11027 -0.04
F -2.81772 3.40773 0.06048 -0.31
H 1.09247 -4.53502 -1.07313 0.25
```

Results
* SMILES: FC(F)(F)[PH](=S)C(F)(F)F.CC(C)=S
* HOMO energy: -8.73 eV
* molecular weight: 276.21 g/mol
* total charge: 0
* lowest unoccupied orbital energy: -0.3 eV

=====

No. 4
Computed, not measured: C5H7F7N3O7S3 as an isolated structure at a distorted geometry, with wB97M-V/def2-TZVPD.

The geometry in XYZ format:
```
32
Properties=species:S:1:pos:R:3:nbo_charge:R:1
F 3.97192 0.35150 -2.85936 -0.48
C 1.02945 1.06269 -1.36886 -0.23
H 1.39373 0.86377 -0.37068 0.22
S -1.17784 -1.01307 3.70632 2.24
H 0.51345 3.16449 -3.97049 0.39
O 1.80971 0.21367 -3.98034 -0.90
N 2.11520 1.82086 -2.07000 -0.88
H -1.04267 1.32753 -0.88769 0.28
H 0.80596 0.10066 -1.80028 0.25
C -2.24974 -1.78688 4.98132 0.71
N -1.25962 -2.17243 2.62228 -1.21
S 2.73502 1.11674 -3.40984 2.53
O -1.84958 0.20463 3.35431 -0.94
C -0.22211 1.95369 -1.19945 -0.53
H 2.87336 1.95489 -1.41186 0.41
O -0.97829 -0.85104 0.45025 -0.96
F -0.36518 -4.50250 1.10159 -0.32
C -0.79767 -3.44190 0.41676 0.71
F -3.47837 -2.02253 4.51470 -0.32
F -0.18882 -3.43827 -0.76740 -0.32
C -0.66433 2.65004 -2.47979 0.68
S -0.44210 -1.87493 1.30485 2.24
N 0.16274 3.60285 -3.12738 -0.85
F -2.10593 -3.60200 0.20847 -0.32
H 0.97747 3.80739 -2.56616 0.37
F -2.35749 -0.97854 6.03312 -0.32
H -0.05988 2.66230 -0.39221 0.22
O 3.25917 2.13428 -4.25195 -0.93
F -1.74902 -2.95028 5.40467 -0.32
O -1.74297 2.37042 -2.97994 -0.56
O 0.98761 -1.86344 1.44777 -0.95
O 0.09679 -0.86459 4.34726 -0.94
```

Results
* HOMO energy: -6.79 eV
* molecular weight: 450.31 g/mol
* total charge: -1
* lowest unoccupied orbital energy: 2.2 eV

=====

No. 5
Computed, not measured: the molecule C5H7FO at a distorted geometry, with wB97M-V/def2-TZVPD.

The geometry in XYZ format:
```
14
Properties=species:S:1:pos:R:3:nbo_charge:R:1
H -2.35142 -0.74999 0.97424 0.48
H -0.18266 2.23501 -0.07056 0.23
O -2.03048 -1.28115 0.18224 -0.69
H 0.87883 1.29108 -1.20576 0.23
C 0.57042 1.47236 -0.16470 -0.62
C -0.01941 0.14428 0.21237 0.26
H 1.44593 1.61123 0.49900 0.24
C 2.09635 -1.47377 0.22224 -0.21
C -1.22466 -0.35229 -0.53192 -0.09
C 1.06211 -0.86239 0.33501 -0.04
F -0.60458 0.29980 1.54601 -0.40
H 3.05893 -1.96721 0.34932 0.25
H -1.78179 0.50074 -0.92179 0.17
H -0.91758 -0.86770 -1.42571 0.19
```

Results
* SMILES: C#C[C@](C)(F)CO
* HOMO energy: -10.41 eV
* molecular weight: 102.11 g/mol
* total charge: 0
* lowest unoccupied orbital energy: 0.9 eV

=====

No. 6
Computed, not measured: C5H7LiO3 as an isolated structure at a distorted geometry, with wB97M-V/def2-TZVPD.

The geometry in XYZ format:
```
16
Properties=species:S:1:pos:R:3:nbo_charge:R:1
O 0.39479 0.32994 -0.93888 -0.85
H 2.21801 -0.37191 0.59755 0.22
O 0.22090 -1.02269 0.84396 -0.46
H -2.60545 1.64506 -0.56428 0.24
H 1.18304 -1.90204 3.09328 0.20
C 1.91241 -1.37468 2.47870 -0.28
C -1.97467 0.81635 -2.47629 -0.46
C 1.46121 -0.49723 1.38481 -0.15
Li 0.16965 2.09031 -1.22757 0.98
C -2.10848 0.89819 -1.18411 0.06
O -1.58509 -0.27082 -0.17516 -0.49
H -1.53901 -0.31882 -2.71107 0.26
H -1.65683 1.18639 -3.44792 0.30
H 1.23833 0.53095 1.72456 0.19
H 2.95888 -1.34630 2.77893 0.20
C -0.28769 -0.39271 -0.17652 1.04
```

Results
* HOMO energy (alpha / beta): -11.84 / -15.03 eV
* multiplicity: 2
* expectation value of S²: 0.75
* molecular weight: 122.05 g/mol
* total charge: +1
* lowest unoccupied orbital energy (alpha / beta): -4.3 / -4.4 eV

=====

No. 7
Computed, not measured: C5H7MgO4 as an isolated structure at a distorted geometry, with wB97M-V/def2-TZVPD.

The geometry in XYZ format:
```
17
Properties=species:S:1:pos:R:3:nbo_charge:R:1
Mg 0.89264 1.86083 0.36459 1.76
H -0.56281 -1.24570 -2.12157 0.22
H -1.83691 0.19429 2.68440 0.21
O -0.31861 0.69581 1.45019 -0.75
O 2.71031 0.96388 0.17295 -0.83
H -2.61801 0.96415 0.43308 0.29
H 4.23991 -0.83836 0.23407 0.52
C 2.65821 -0.09657 -0.46550 1.03
O 3.65986 -0.93505 -0.53416 -0.63
H -1.77187 -1.20942 0.50121 0.33
H -3.27108 -0.55985 0.87031 0.24
C -1.56588 0.48975 1.65821 0.44
C -0.63124 -0.24288 -1.68784 -0.52
C 0.42165 0.30400 -0.98923 -0.32
H -1.31380 0.47830 -2.14396 0.22
O 1.57758 -0.59491 -0.98514 -0.49
C -2.26994 -0.22827 0.55837 -0.72
```

Results
* HOMO energy: -11.96 eV
* molecular weight: 155.41 g/mol
* total charge: +1
* lowest unoccupied orbital energy: -5.2 eV

=====

No. 8
Computed, not measured: the molecule C5H7N at a distorted geometry, with wB97M-V/def2-TZVPD.

The geometry in XYZ format:
```
13
Properties=species:S:1:pos:R:3:nbo_charge:R:1
C -1.51027 1.01013 -0.46911 0.29
C -1.06353 -0.35421 -0.45931 -0.36
C 0.44195 -0.51943 -0.24946 -0.18
C -0.50820 -0.94641 0.80632 -0.39
H -0.57114 -0.34834 1.70685 0.23
H 2.21939 0.14869 0.51944 0.22
H 0.98303 1.42360 0.64652 0.22
H 1.76172 1.09755 -0.93250 0.22
N -1.74959 2.14899 -0.47663 -0.34
H -0.69634 -2.00201 0.93855 0.23
C 1.39671 0.63463 -0.00079 -0.61
H -1.59584 -1.00425 -1.15403 0.26
H 0.89210 -1.28894 -0.87584 0.22
```

Results
* SMILES: C[C@H]1C[C@H]1C#N
* HOMO energy: -10.45 eV
* molecular weight: 81.12 g/mol
* total charge: 0
* lowest unoccupied orbital energy: 0.9 eV